Entry from the OMol25 dataset: a molecular structure, C28H32F5N3O4Sr (wB97M-V/def2-TZVPD).

Calculated values
LUMO ... 0.24 eV
Gap between HOMO and LUMO ... 0.27542 Ha
Strongest force on any atom ... 0.54 eV/Å
Energy relative to the best compared isomer or geometry (same formula, charge and spin) ... 24.2 kcal per mole

```
! wB97M-V def2-TZVPD RIJCOSX def2/J DEFGRID3
* xyz 0 1
Sr -0.372 -0.078 -0.345
C 4.390 0.106 2.564
C 2.955 0.158 3.079
C 2.402 1.581 2.936
C 2.036 -0.874 2.441
C 2.428 -1.671 1.371
C 1.604 -2.676 0.876
C 0.344 -2.909 1.420
C -0.512 -4.068 0.986
C -0.079 -2.064 2.450
C 0.754 -1.077 2.956
H 5.009 0.803 3.130
H 4.442 0.393 1.513
H 4.818 -0.890 2.676
H 2.980 -0.074 4.150
H 2.273 1.833 1.880
H 3.090 2.304 3.374
H 1.451 1.687 3.464
H 3.394 -1.508 0.914
H 1.958 -3.287 0.055
H -0.471 -4.858 1.739
H -0.172 -4.476 0.036
H -1.555 -3.768 0.875
H -1.062 -2.211 2.886
H 0.407 -0.475 3.789
C -2.718 -3.790 -2.556
C -2.313 -2.546 -1.818
N -1.083 -2.286 -1.544
O -0.157 -3.202 -2.063
C -3.340 -1.564 -1.445
C -4.784 -1.747 -1.805
N -2.902 -0.472 -0.876
O -3.691 0.502 -0.582
H -1.944 -4.547 -2.486
H -2.873 -3.561 -3.612
H -3.655 -4.176 -2.159
H 0.655 -2.668 -2.083
H -4.911 -2.074 -2.839
H -5.279 -0.787 -1.670
H -5.283 -2.476 -1.160
O -0.740 1.371 1.707
C -1.860 2.257 1.472
C -1.423 3.616 0.953
C -0.589 3.574 -0.333
C -1.299 3.008 -1.539
C -2.390 3.653 -2.109
C -2.985 3.108 -3.231
C -2.467 1.943 -3.775
C -1.381 1.363 -3.152
N -0.811 1.876 -2.055
H -0.158 1.730 2.384
H -2.423 2.381 2.399
H -2.510 1.737 0.757
H -0.839 4.130 1.724
H -2.325 4.215 0.800
H 0.329 3.004 -0.176
H -0.275 4.595 -0.565
H -2.767 4.567 -1.670
H -3.844 3.589 -3.681
H -2.901 1.488 -4.654
H -0.945 0.443 -3.528
F 5.898 0.769 -4.576
C 4.850 0.447 -3.804
C 4.685 1.035 -2.564
F 5.572 1.941 -2.137
C 3.607 0.693 -1.774
F 3.455 1.309 -0.580
C 2.633 -0.242 -2.161
O 1.627 -0.555 -1.404
C 2.841 -0.804 -3.431
F 1.948 -1.713 -3.872
C 3.915 -0.478 -4.233
F 4.061 -1.057 -5.429
*
```


Entry from the OMol25 dataset: 2 unconnected molecules or ions with the total composition C6H12O at a distorted geometry (wB97M-V/def2-TZVPD).

Calculated values
LUMO ... 0.66 eV
SMILES ... C=C(C)/C=C/C.O
Gap between HOMO and LUMO ... 0.31172 Ha
Strongest force on any atom ... 5.09 eV/Å
Energy relative to the best compared isomer or geometry (same formula, charge and spin) ... 73.7 kcal per mole

```
! wB97M-V def2-TZVPD RIJCOSX def2/J DEFGRID3
* xyz 0 1
C -0.599 0.409 -1.711
C -0.652 -0.780 -0.926
C -1.567 -1.899 -1.230
C 0.252 -0.957 0.255
C 1.151 -0.041 0.678
C 2.387 -0.145 1.534
H -1.406 0.670 -2.506
H -0.244 1.316 -1.275
H -2.120 -1.797 -2.133
H -0.716 -2.770 -1.396
H -2.234 -2.153 -0.405
H -0.020 -1.779 0.839
H 1.143 1.045 0.307
H 3.358 0.345 1.061
H 2.678 -1.171 1.783
H 2.399 0.241 2.538
O -0.857 2.553 0.893
H -1.242 3.441 0.670
H -0.575 2.665 1.776
*
```


Entry from the OMol25 dataset: a gas-phase ion, C8H11N2O (charge +1) at a distorted geometry (wB97M-V/def2-TZVPD).

Calculated values
LUMO ... -5.93 eV
SMILES ... N#C[C@]1(O)C[N+]2=C[C@@H]1CCC2
Gap between HOMO and LUMO ... 0.31995 Ha
Strongest force on any atom ... 2.83 eV/Å
Energy relative to the best compared isomer or geometry (same formula, charge and spin) ... 106.7 kcal per mole

```
! wB97M-V def2-TZVPD RIJCOSX def2/J DEFGRID3
* xyz 1 1
N 0.489 -0.002 -3.063
C 0.794 0.460 -2.053
C 1.040 0.865 -0.704
O 2.082 1.772 -0.573
C 1.362 -0.570 0.057
N 0.573 -0.589 1.303
C 0.062 0.659 1.454
C -0.152 1.295 0.174
C -1.453 0.504 -0.161
C -1.366 -1.019 -0.069
C -0.659 -1.563 1.188
H 2.505 1.757 -1.495
H 1.274 -1.543 -0.546
H 2.425 -0.385 0.296
H -0.234 1.090 2.359
H -0.379 2.379 0.178
H -1.644 0.738 -1.249
H -2.287 0.858 0.563
H -2.383 -1.468 -0.025
H -0.630 -1.247 -0.902
H -1.174 -1.369 2.119
H -0.248 -2.621 1.147
*
```


Entry from the OMol25 dataset: C5H6N2 in the gas phase (wB97M-V/def2-TZVPD).

Calculated values
LUMO ... 0.90 eV
SMILES ... c1cn2c(n1)CC2
Gap between HOMO and LUMO ... 0.35000 Ha
Strongest force on any atom ... 0.92 eV/Å
Energy relative to the best compared isomer or geometry (same formula, charge and spin) ... 38.7 kcal per mole

```
! wB97M-V def2-TZVPD RIJCOSX def2/J DEFGRID3
* xyz 0 1
C 2.110 0.120 -0.175
C 1.420 -1.069 -0.139
N 0.067 -0.659 0.056
C 0.132 0.690 0.074
N 1.304 1.229 -0.057
C -1.330 0.965 0.121
C -1.477 -0.585 0.052
H 3.183 0.259 -0.259
H 1.914 -2.033 -0.049
H -1.702 1.517 -0.745
H -1.684 1.442 1.038
H -1.983 -0.930 -0.856
H -1.976 -1.018 0.926
*
```


Entry from the OMol25 dataset: C4H7NO2 in the gas phase at a distorted geometry (wB97M-V/def2-TZVPD).

Calculated values
LUMO ... 0.87 eV
SMILES ... C/C=N\C(=O)OC
Gap between HOMO and LUMO ... 0.38774 Ha
Strongest force on any atom ... 5.84 eV/Å
Energy relative to the best compared isomer or geometry (same formula, charge and spin) ... 84.8 kcal per mole

```
! wB97M-V def2-TZVPD RIJCOSX def2/J DEFGRID3
* xyz 0 1
C 1.792 0.080 0.734
C 1.540 0.574 -0.908
N 0.396 0.779 -1.293
C -0.381 0.533 0.059
O -0.858 1.474 0.628
O -0.860 -0.729 0.015
C -2.266 -0.807 -0.237
H 2.300 -0.871 0.556
H 2.498 0.840 1.079
H 1.155 -0.107 1.598
H 2.507 0.744 -1.358
H -2.799 -0.086 0.388
H -2.554 -1.823 0.028
H -2.471 -0.602 -1.290
*
```


Entry from the OMol25 dataset: C4H7NO in the gas phase (wB97M-V/def2-TZVPD).

Calculated values
LUMO ... 0.35 eV
SMILES ... CC/C=N/C=O
Gap between HOMO and LUMO ... 0.37832 Ha
Strongest force on any atom ... 0.95 eV/Å
Energy relative to the best compared isomer or geometry (same formula, charge and spin) ... 45.6 kcal per mole

```
! wB97M-V def2-TZVPD RIJCOSX def2/J DEFGRID3
* xyz 0 1
C -0.825 -0.282 1.361
C 0.310 0.760 1.139
C 0.645 0.207 -0.190
N -0.041 0.529 -1.219
C 0.219 -0.274 -2.336
O -0.450 -0.280 -3.335
H -1.052 -0.697 0.368
H -1.758 0.194 1.639
H -0.531 -1.091 2.031
H 1.132 0.707 1.865
H -0.054 1.789 1.076
H 1.296 -0.685 -0.153
H 1.130 -0.904 -2.221
*
```


Entry from the OMol25 dataset: a molecular structure, C35H37BF4P2Sr at a distorted geometry (wB97M-V/def2-TZVPD).

Calculated values
LUMO (spin up / spin down) ... -0.75 / -0.61 eV
Gap between HOMO and LUMO (spin up / spin down) ... 0.11825 / 0.13910 Ha
Strongest force on any atom ... 2.30 eV/Å
Energy relative to the best compared isomer or geometry (same formula, charge and spin) ... 20.0 kcal per mole

```
! wB97M-V def2-TZVPD RIJCOSX def2/J DEFGRID3
* xyz 0 1
Sr -2.557 -0.980 -1.023
C -2.194 -2.157 -3.176
C -0.985 -1.582 -2.909
C -0.405 -0.414 -3.659
C -1.365 0.792 -3.808
C -2.305 0.974 -2.648
C -3.616 0.611 -2.643
C -4.229 -0.543 -3.383
C -3.262 -1.561 -4.061
C 1.182 1.339 3.126
H -2.456 -3.158 -2.782
H -0.253 -2.073 -2.245
H -0.065 -0.727 -4.663
H 0.510 -0.061 -3.152
H -0.752 1.707 -3.886
H -1.908 0.727 -4.765
H -1.915 1.632 -1.854
H -4.359 1.252 -2.142
H -4.916 -0.163 -4.158
H -4.904 -1.095 -2.694
H -3.902 -2.402 -4.390
H -2.851 -1.119 -4.980
H 0.650 0.560 3.687
H 1.465 2.166 3.790
H 2.070 0.877 2.677
P 2.151 -0.975 0.692
P 0.157 2.012 1.845
C 1.292 0.333 -0.208
C 0.638 1.447 0.223
C 3.798 -1.223 -0.125
C 3.942 -1.040 -1.508
C 5.164 -1.287 -2.142
C 6.273 -1.710 -1.401
C 6.149 -1.883 -0.019
C 4.935 -1.630 0.618
C 1.241 -2.503 0.220
C -0.164 -2.565 0.374
C -0.873 -3.745 0.122
C -0.164 -4.910 -0.200
C 1.224 -4.868 -0.304
C 1.918 -3.665 -0.157
C 0.311 3.813 1.909
C 1.604 4.345 1.759
C 1.821 5.712 1.913
C 0.742 6.564 2.171
C -0.553 6.044 2.266
C -0.777 4.671 2.137
C -1.583 1.538 2.020
C -2.043 0.914 3.186
C -3.328 0.387 3.249
C -4.184 0.487 2.156
C -3.781 1.209 1.021
C -2.485 1.737 0.957
H 1.351 0.188 -1.300
H 0.277 2.143 -0.550
H 3.090 -0.710 -2.104
H 5.253 -1.151 -3.221
H 7.223 -1.912 -1.902
H 7.013 -2.225 0.562
H 4.852 -1.757 1.701
H -0.673 -1.740 0.890
H -1.971 -3.789 0.214
H -0.711 -5.843 -0.351
H 1.785 -5.775 -0.518
H 2.997 -3.633 -0.332
H 2.435 3.672 1.529
H 2.832 6.105 1.830
H 0.917 7.630 2.298
H -1.392 6.712 2.445
H -1.788 4.264 2.213
H -1.373 0.831 4.041
H -3.642 -0.138 4.158
H -5.193 0.060 2.204
H -4.501 1.391 0.209
H -2.218 2.389 0.114
F 1.928 -1.800 3.155
B 0.661 -2.128 3.795
F 0.609 -1.495 5.043
F -0.398 -1.586 2.969
F 0.534 -3.518 3.874
*
```


Entry from the OMol25 dataset: 3 unconnected molecules or ions with the total composition C18H18F2NO7 at a distorted geometry (wB97M-V/def2-TZVPD).

Calculated values
LUMO ... -3.92 eV
Gap between HOMO and LUMO ... 0.28317 Ha
Strongest force on any atom ... 4.23 eV/Å

```
! wB97M-V def2-TZVPD RIJCOSX def2/J DEFGRID3
* xyz 1 1
C 3.701 -1.803 -0.739
C 3.567 -0.956 0.473
C 3.134 0.450 0.338
C 2.825 1.046 -0.990
O 2.379 2.369 -1.091
C 0.993 2.513 -0.642
C 0.206 1.163 -0.923
C -0.262 0.844 -2.278
C -0.946 -0.465 -2.441
C -1.141 -1.394 -1.320
C -0.653 -0.953 0.024
N -0.024 0.264 0.140
C 3.015 0.171 -2.174
C 3.442 -1.223 -2.086
H 4.012 -2.868 -0.633
H 3.760 -1.365 1.493
H 2.994 1.123 1.230
H 1.027 2.771 0.471
H 0.525 3.404 -1.149
H -0.107 1.556 -3.129
H -1.296 -0.770 -3.463
H -1.622 -2.394 -1.392
H -0.763 -1.556 0.960
H 0.327 0.551 1.066
H 2.775 0.658 -3.161
H 3.569 -1.883 -2.986
C -4.381 -4.860 -2.002
C -4.922 -5.647 -0.846
O -3.952 -5.435 0.165
C -3.415 -4.214 -0.089
O -2.766 -3.590 0.691
O -3.713 -3.782 -1.346
F -4.968 -6.966 -1.132
H -3.660 -5.426 -2.596
H -5.167 -4.493 -2.661
H -5.900 -5.313 -0.491
C 0.281 5.714 3.434
C 1.580 5.087 3.838
O 1.260 3.706 3.895
C 0.261 3.522 2.993
O -0.077 2.454 2.575
O -0.302 4.697 2.618
F 1.958 5.495 5.068
H -0.373 5.915 4.286
H 0.419 6.638 2.873
H 2.398 5.245 3.130
*
```


Repeat the eighth record exactly.
Entry from the OMol25 dataset: 3 unconnected molecules or ions with the total composition C18H18F2NO7 at a distorted geometry (wB97M-V/def2-TZVPD).

Calculated values
LUMO ... -3.92 eV
Gap between HOMO and LUMO ... 0.28317 Ha
Strongest force on any atom ... 4.23 eV/Å

```
! wB97M-V def2-TZVPD RIJCOSX def2/J DEFGRID3
* xyz 1 1
C 3.701 -1.803 -0.739
C 3.567 -0.956 0.473
C 3.134 0.450 0.338
C 2.825 1.046 -0.990
O 2.379 2.369 -1.091
C 0.993 2.513 -0.642
C 0.206 1.163 -0.923
C -0.262 0.844 -2.278
C -0.946 -0.465 -2.441
C -1.141 -1.394 -1.320
C -0.653 -0.953 0.024
N -0.024 0.264 0.140
C 3.015 0.171 -2.174
C 3.442 -1.223 -2.086
H 4.012 -2.868 -0.633
H 3.760 -1.365 1.493
H 2.994 1.123 1.230
H 1.027 2.771 0.471
H 0.525 3.404 -1.149
H -0.107 1.556 -3.129
H -1.296 -0.770 -3.463
H -1.622 -2.394 -1.392
H -0.763 -1.556 0.960
H 0.327 0.551 1.066
H 2.775 0.658 -3.161
H 3.569 -1.883 -2.986
C -4.381 -4.860 -2.002
C -4.922 -5.647 -0.846
O -3.952 -5.435 0.165
C -3.415 -4.214 -0.089
O -2.766 -3.590 0.691
O -3.713 -3.782 -1.346
F -4.968 -6.966 -1.132
H -3.660 -5.426 -2.596
H -5.167 -4.493 -2.661
H -5.900 -5.313 -0.491
C 0.281 5.714 3.434
C 1.580 5.087 3.838
O 1.260 3.706 3.895
C 0.261 3.522 2.993
O -0.077 2.454 2.575
O -0.302 4.697 2.618
F 1.958 5.495 5.068
H -0.373 5.915 4.286
H 0.419 6.638 2.873
H 2.398 5.245 3.130
*
```